Here is a single C5H8O2 molecule from OMol25. Energies are from the ωB97M-V functional and the def2-TZVPD basis.

Last column: Mulliken charge in e.
Element x y z (Å)
O -1.48023 0.42454 1.56597  -0.579
C -0.13413 0.08172 1.28772  0.153
C -0.09975 -1.15324 0.36608  -0.753
C 0.44354 -0.37636 -0.80622  0.582
O 1.21626 -0.95461 -1.77977  -0.499
C -0.24325 0.89325 -0.96988  -0.746
C 0.60385 1.03344 0.29700  -0.546
H -1.48737 1.23545 2.09182  0.327
H 0.42472 -0.03795 2.22410  0.392
H 0.57597 -1.92450 0.74320  0.301
H -1.07491 -1.58347 0.13291  0.258
H 0.96335 -0.54740 -2.62229  0.356
H 0.06416 1.53718 -1.79001  0.396
H -1.31779 0.81564 -0.83550  0.191
H 1.54564 0.40273 -0.01455  0.168

Computed properties:
- relative energy (zero: lowest compared OMol25 entry of this formula, charge and spin) (eV) = 4.218
- lowest unoccupied orbital energy (eV) = 0.686
- SMILES = O[C@H]1C[C@@]2(O)C[C@@H]12
- energy (eV) = -9405.6138
- Kohn-Sham gap (eV) = 8.509